1.
C4H7NO | wB97M-V/def2-TZVPD

CARTESIAN COORDINATES (ANGSTROEM)
O 2.228 -0.457 0.357
N -0.091 -0.698 -0.134
C 1.155 0.073 0.225
C 0.640 1.377 -0.262
C -1.250 -0.775 0.782
C -0.152 0.422 -1.187
H -1.084 -0.125 1.641
H 1.426 2.000 -0.697
H 0.165 -1.623 -0.480
H -1.382 -1.799 1.135
H -2.127 -0.437 0.230
H 0.459 0.071 -2.022
H 0.013 1.971 0.411

Properties
energy above the lowest of the compared OMol25 structures with the same formula, charge and spin = 4.059 eV
2S+1 = 1
LUMO energy = 0.0287 Ha
HOMO = -7.40 eV
frontier orbital gap = 8.2 eV

Here are the Löwdin charges for atoms 1 to 5, given in e: 0.08 -0.11 -0.45 -0.12 -0.02

=====

2.
C29H24FIN2O12S | wB97M-V/def2-TZVPD

CARTESIAN COORDINATES (ANGSTROEM)
I -0.592 -2.500 -0.527
S -6.855 -3.068 -1.681
F -0.833 -1.132 -3.619
O 3.993 -4.118 0.830
O -0.315 1.421 -1.328
O 0.864 -7.060 4.234
O 2.460 8.310 6.522
O 5.037 -5.371 2.896
O -0.563 3.156 -3.291
O 2.160 5.905 7.536
O 2.591 6.060 -1.371
O 3.561 6.223 2.456
O 2.901 4.295 0.529
O 3.145 3.832 3.438
O -0.166 -5.872 2.129
N -5.316 -3.383 -1.960
N -7.018 -1.690 -2.498
C 3.173 -4.820 1.604
C 2.987 4.866 4.251
C 3.216 6.213 3.621
C 0.428 2.513 -1.277
C 1.688 -6.374 3.450
C 1.032 -5.710 2.270
C -4.185 -0.276 -4.312
C -2.395 -3.458 -1.217
C 0.233 3.470 -2.424
C 2.639 4.741 5.541
C 2.076 3.985 -0.312
C -1.800 -1.131 -4.614
C 0.996 4.704 -2.433
C 1.299 2.763 -0.288
C 3.834 -5.502 2.770
C -3.501 -2.292 -3.193
C -5.833 -1.433 -3.034
C 2.660 7.274 5.716
C 1.862 4.954 -1.441
C -4.841 -2.399 -2.725
C 1.858 -4.922 1.372
C 3.013 7.403 4.430
C -2.588 -3.414 -2.746
C 2.465 5.927 6.358
C -5.452 -0.347 -3.850
C -1.519 0.080 -5.499
C -2.445 -4.892 -0.646
C -3.176 -1.241 -4.003
C 3.003 -6.274 3.679
H 1.373 -4.433 0.536
H -0.849 1.489 -2.143
H -2.394 0.509 -5.962
H -1.524 -5.139 -0.138
H -3.211 -4.935 0.120
H -1.652 -3.405 -3.288
H -2.639 -5.635 -1.410
H -3.951 0.563 -4.942
H -0.853 -0.229 -6.298
H 4.883 -4.216 1.221
H -3.103 -4.334 -3.010
H 2.222 7.933 7.391
H 3.484 -6.749 4.522
H -3.199 -2.900 -0.767
H -6.167 0.416 -4.113
H 3.163 8.365 3.962
H -0.024 -6.969 3.837
H 1.450 2.082 0.538
H 2.474 3.779 6.007
H -1.598 -2.020 -5.206
H 0.836 5.392 -3.251
H -0.984 0.841 -4.945
H 3.358 4.191 2.549
H 3.123 5.989 -0.554

Properties
2S+1 = 1
LUMO energy = -0.0578 Ha
HOMO = -9.07 eV
frontier orbital gap = 7.5 eV

Here are the Löwdin charges for atoms 1 to 5, given in e: 0.93 1.03 -0.06 0.12 0.10

=====

3.
C39H60BF3O13 | wB97M-V/def2-TZVPD

CARTESIAN COORDINATES (ANGSTROEM)
F 4.820 0.480 2.267
F 4.424 -0.586 0.418
F 3.070 -0.779 2.107
O 1.573 -3.779 -4.167
O 1.593 -5.494 -1.733
O -4.193 -1.224 5.569
O 1.136 -1.552 -4.874
O -0.812 -2.384 0.626
O 0.927 6.642 1.928
O -0.119 -8.781 -2.577
O 1.679 4.586 2.383
O -2.291 -1.219 4.399
O -1.406 -7.305 -3.650
O 2.959 -0.687 -2.497
O -5.374 2.039 0.750
O -4.893 3.866 1.942
C 3.838 0.101 1.418
C 2.879 3.010 -4.233
C 1.709 4.374 -2.413
C -1.922 2.068 -0.777
C 1.928 -0.907 -1.885
C -2.963 -3.312 5.215
C -1.489 -3.392 4.823
C 0.582 -0.546 0.134
C 1.883 6.149 4.127
C -5.169 4.367 3.260
C 2.796 4.961 4.426
C 1.819 -8.749 -3.915
C 3.245 2.945 -5.729
C -0.921 -3.534 -1.894
C -3.261 -1.826 5.119
C -0.501 1.518 1.264
C 2.391 1.133 -0.443
C 0.097 0.115 1.399
C -6.370 2.351 2.961
C 2.327 4.375 -3.812
C -1.353 -2.191 3.894
C 2.200 3.888 3.522
C 1.274 -9.141 -2.546
C -6.469 3.693 3.683
C 1.576 -0.115 -0.661
C 0.309 3.753 -2.336
C -0.662 -4.888 -1.191
C -0.337 -7.828 -3.511
C -1.914 1.501 0.649
C 0.736 -5.127 -0.647
C -1.781 3.603 -0.791
C -5.528 2.683 1.744
C -0.404 4.208 -1.064
C -0.109 -1.835 -0.201
C 1.018 -1.983 -2.365
C 0.052 -2.443 -1.559
C 0.950 -7.541 -4.256
C 1.435 5.886 2.699
C 3.081 1.307 0.915
B 1.240 -2.483 -3.861
H 0.995 6.160 4.761
H -2.477 4.010 -1.533
H -5.834 1.603 3.547
H -6.574 3.614 4.763
H 3.167 1.146 -1.209
H 2.377 7.114 4.190
H -0.364 -1.740 3.904
H -1.619 -2.430 2.865
H 0.119 2.203 0.681
H 3.776 2.809 -3.639
H 1.666 5.401 -2.035
H 0.348 -1.004 -4.796
H 2.827 4.665 5.472
H 1.130 -4.261 -0.106
H -1.377 -5.044 -0.382
H -0.865 -3.253 5.707
H 1.750 -8.582 -1.739
H 1.344 -10.205 -2.334
H 0.879 0.117 2.163
H 2.787 2.090 -6.227
H -4.334 4.095 3.910
H 0.850 -4.378 -4.376
H -2.888 1.822 -1.228
H -0.824 -5.678 -1.930
H 3.155 5.093 -3.818
H 4.325 2.863 -5.870
H -1.139 1.568 -1.362
H 0.270 4.099 -0.204
H -1.910 -3.197 -1.571
H -2.354 0.500 0.688
H 2.386 3.823 -1.745
H 0.693 -5.956 0.069
H 1.637 -9.552 -4.631
H 2.149 2.232 -3.987
H 0.752 -7.423 -5.318
H -3.177 -3.671 6.218
H -0.266 4.088 -3.208
H 1.592 4.724 -4.546
H -0.554 5.290 -1.165
H 1.362 -6.615 -3.852
H 3.813 5.189 4.107
H -0.690 -0.526 1.800
H -2.130 3.980 0.177
H 2.479 -5.153 -1.579
H -7.320 4.258 3.299
H 1.773 2.019 -0.623
H 2.382 1.655 1.675
H -1.199 -4.327 4.348
H 1.377 3.355 4.006
H -7.328 1.941 2.652
H 0.400 2.661 -2.369
H -3.609 -3.831 4.505
H 2.933 3.164 3.177
H -0.530 1.933 2.277
H 2.922 3.853 -6.245
H -2.570 2.148 1.238
H -5.234 5.451 3.204
H 2.887 -8.543 -3.900
H 3.838 2.087 0.800
H -0.989 -3.673 -2.975

Properties
2S+1 = 1
LUMO energy = -0.0452 Ha
HOMO = -9.73 eV
frontier orbital gap = 8.5 eV
SMILES = CCCCCCCCCCCC1=C(CCC(F)(F)F)C(=O)C(B(O)O)=C(CCCO)C1=O.O=C1CCCO1.O=C1CCCO1.O=C1CCCO1.O=C1CCCO1

Here are the Löwdin charges for atoms 1 to 5, given in e: 0.12 0.15 0.12 0.17 -0.07